# 1
Here is a cluster of 3 separate species, C41H45BFN2O7 in total in a non-equilibrium geometry from the Open Molecules 2025 dataset. Energies are from ωB97M-V/def2-TZVPD.

Positions of all 97 atoms, in Å:
H: -2.147 1.861 0.497
H: 6.597 -1.500 -1.802
H: 7.041 -0.128 1.658
C: -2.131 3.728 2.848
H: 0.541 -3.490 -0.661
H: -6.006 3.118 1.882
C: 2.901 -5.233 -1.985
H: -2.436 -3.581 -0.401
H: 2.234 -2.656 0.170
C: -3.195 1.653 0.672
H: 4.816 -3.882 -1.310
C: -0.809 4.019 2.537
H: -1.133 -1.285 0.529
C: -2.528 6.051 3.326
O: -0.301 1.760 2.104
O: 1.456 6.824 2.336
C: -7.054 -1.447 0.419
H: 3.798 -0.446 -5.539
C: 3.619 -0.588 -4.468
H: 5.516 -0.159 -1.382
H: 5.642 -0.946 -3.978
H: 2.937 -1.419 1.163
H: 3.042 -3.724 -3.528
B: 4.465 -1.994 -2.300
H: 5.122 4.085 0.731
C: 4.704 -1.501 -3.894
C: 4.107 3.854 1.026
C: -8.937 -2.923 0.233
H: 3.386 -0.086 -0.632
O: -8.027 1.670 1.964
H: -10.794 -2.180 1.016
H: 3.168 0.854 -2.920
C: 5.609 -1.632 0.064
C: 6.798 -1.011 1.068
H: -3.618 3.610 1.446
C: 1.952 4.575 1.807
C: -4.022 2.633 1.213
C: -3.714 0.409 0.354
C: -7.319 0.842 1.428
C: -1.212 6.346 3.016
H: 0.855 -0.221 1.040
H: 5.368 -2.665 0.291
C: 1.500 3.252 1.765
H: 3.594 5.898 1.458
H: 4.702 1.122 -3.775
H: 4.323 1.736 0.694
H: -0.318 -4.657 1.063
O: -4.885 -2.036 -0.304
H: 2.890 -4.834 -0.973
H: -1.741 -2.634 -1.722
C: 3.711 -4.335 -2.925
C: -9.745 -1.972 0.847
H: -3.199 6.841 3.637
H: -9.358 -3.870 -0.080
C: -7.867 -0.487 1.022
H: 2.620 -1.007 -4.371
H: 7.287 -0.606 0.160
H: 3.368 -6.215 -1.925
C: -0.211 -1.625 0.052
H: 4.816 -2.358 -4.559
C: 3.672 0.790 -3.883
H: -2.472 2.703 2.784
H: 1.761 -0.287 -1.249
H: -6.954 -3.395 -0.451
O: 5.229 -0.689 0.909
C: -1.551 -3.435 -1.012
H: 1.889 -5.397 -2.349
C: -0.349 5.334 2.614
H: -0.840 7.359 3.079
C: -5.599 -1.193 0.193
C: 1.061 5.679 2.257
O: -0.461 -3.711 1.150
N: 0.900 -1.223 0.902
C: 5.622 -1.246 -1.392
H: -1.362 -4.343 -1.580
C: 2.644 -0.845 -0.910
H: -9.830 -0.008 1.716
H: -0.191 -1.162 -0.941
N: 4.724 -3.526 -2.254
C: -0.341 -3.118 -0.140
H: -4.021 4.513 3.475
C: -5.058 0.140 0.581
C: 2.211 -1.591 0.368
H: -3.085 -0.360 -0.073
C: -5.882 1.117 1.146
C: 3.256 4.871 1.430
C: 0.101 2.905 2.132
F: 3.018 1.726 -4.710
C: 2.361 2.239 1.368
C: 3.661 2.538 1.002
H: 2.009 1.217 1.349
H: 4.209 -5.010 -3.631
C: -7.594 -2.663 0.022
O: 3.043 -1.683 -1.940
C: -2.990 4.741 3.237
C: -5.358 2.365 1.455
C: -9.212 -0.757 1.241

Cartesian forces (eV/Å) of the 2 atoms listed first:
-0.04 -0.05 0.03
0.00 -0.16 -0.31

The highest occupied orbital energy is -0.169 Eh. The calculation puts the frontier orbital gap at 5.03 eV. For the LUMO energy, the calculation gives 0.0158 Ha. The total charge is -1.


# 2
Here is a structure of composition C41H45MnN2P2Si2 in a non-equilibrium geometry from the Open Molecules 2025 dataset. Energies are from ωB97M-V/def2-TZVPD.

Positions of all 93 atoms, in Å:
C: 1.716 -4.430 0.915
C: -1.807 -3.161 2.782
C: 2.008 2.691 0.110
C: 3.859 4.420 1.219
C: -4.841 0.443 0.571
H: 3.810 -0.520 2.224
H: -0.994 -1.190 5.854
Si: -1.380 -1.392 3.386
H: -6.261 -3.093 -0.890
H: 0.421 -0.608 4.993
C: 1.988 0.525 2.637
H: -2.751 5.190 -0.857
H: 2.218 5.764 1.497
C: -2.561 2.034 -2.762
H: 1.726 3.394 4.403
H: -2.525 1.001 -2.412
C: -4.386 -3.942 -1.433
C: 3.345 2.316 0.196
C: -2.994 -3.770 -1.483
N: -0.667 2.031 -0.527
H: -1.535 -3.924 3.504
C: 1.329 1.439 -2.370
H: 0.301 -0.387 -5.030
H: -2.374 -4.559 -1.881
H: 4.146 2.991 4.650
H: 0.986 -2.722 -0.172
C: 1.395 -3.095 0.758
H: -3.489 -0.862 4.608
C: -5.430 -0.704 0.099
C: 2.526 4.792 1.137
H: -1.295 -3.388 1.851
C: 1.405 1.643 3.220
C: 2.127 -2.649 3.006
H: 4.587 5.096 1.647
H: -2.196 2.068 -3.784
C: 2.241 2.270 -3.004
C: -3.238 -1.574 -0.502
C: 1.763 1.182 -5.095
C: -2.635 -0.372 -0.034
H: -0.921 5.172 -2.902
C: 2.452 -3.985 3.156
H: -5.460 1.220 1.002
H: -1.364 -2.436 -1.041
C: -0.360 4.326 -2.515
C: 1.600 -2.200 1.802
H: -3.043 1.566 0.880
C: 3.543 2.309 4.069
H: 0.333 1.788 3.114
C: -0.348 -1.378 5.000
H: -2.872 -3.245 2.592
C: 3.363 0.330 2.723
H: -0.101 -0.130 -2.586
H: -3.670 -0.464 2.909
C: 0.849 0.353 -4.463
H: 2.866 -4.336 4.089
H: 0.136 -2.335 5.168
C: 1.595 3.923 0.594
H: 3.639 1.342 -0.179
H: 1.922 1.095 -6.162
C: 2.458 2.132 -4.365
C: 2.239 -4.876 2.118
H: -3.681 3.766 -0.469
C: -2.678 4.179 -0.472
H: -3.602 2.334 -2.776
H: 2.763 3.037 -2.449
Si: -1.519 3.128 -1.581
H: -2.790 0.617 3.978
C: 2.182 2.532 3.937
H: 2.287 -1.954 3.819
H: 5.195 1.051 3.552
H: 5.304 2.884 0.833
C: 0.631 0.486 -3.106
H: 0.123 3.839 -3.356
H: 0.418 4.717 -1.863
N: -0.590 -0.531 2.089
H: -4.813 -4.867 -1.798
C: 4.267 3.178 0.755
C: -2.988 -0.427 3.751
C: 1.033 -0.173 -0.120
P: 0.870 1.479 -0.616
H: 1.553 -5.130 0.109
C: -5.190 -2.956 -0.927
C: -2.436 -2.607 -1.028
H: 3.164 2.779 -4.862
P: 0.965 -0.519 1.569
H: -2.347 4.246 0.560
H: -6.505 -0.820 0.140
C: -4.646 -1.744 -0.448
Mn: -0.954 0.368 0.436
C: -3.445 0.613 0.512
H: 0.549 4.195 0.532
C: 4.132 1.215 3.454
H: 2.477 -5.922 2.249

Cartesian forces (eV/Å) of the 2 atoms listed first:
-0.04 -0.12 -0.04
0.23 0.70 0.35

The highest occupied orbital energy (spin up / spin down) is -0.260 / -0.292 Eh. The calculation puts the frontier orbital gap (spin up / spin down) at 7.17 / 8.38 eV. For the LUMO energy (spin up / spin down), the calculation gives 0.0034 / 0.0157 Ha. The total charge is 0. The expectation value of S² is 6.07. The spin multiplicity is 5.


# 3
Here is a structure of composition C41H46AlNO3 in a non-equilibrium geometry from the Open Molecules 2025 dataset. Energies are from ωB97M-V/def2-TZVPD.

Positions of all 92 atoms, in Å:
H: 20.923 9.200 10.988
H: 14.017 5.734 10.581
H: 14.030 14.232 12.778
H: 13.074 3.396 10.788
H: 18.020 6.479 13.990
C: 11.789 10.345 13.027
C: 15.948 11.590 11.862
H: 18.568 12.811 8.612
H: 18.215 6.496 6.792
H: 14.940 11.985 13.618
C: 15.050 7.534 5.785
H: 16.589 6.664 8.778
C: 12.824 9.756 8.098
H: 14.335 8.257 6.255
H: 15.211 6.627 15.041
H: 14.546 8.122 14.160
C: 16.808 10.890 9.535
H: 12.888 7.618 8.127
H: 10.808 2.969 10.648
C: 10.194 5.063 10.486
H: 16.202 10.595 12.204
C: 18.965 8.385 13.772
C: 11.836 9.167 11.027
C: 16.261 7.445 6.767
C: 14.793 11.084 7.949
C: 10.495 10.836 12.798
C: 19.035 9.977 10.341
C: 20.462 12.165 9.434
C: 11.090 4.048 10.575
H: 15.893 13.564 9.016
H: 12.014 12.693 6.700
H: 16.712 12.150 7.691
C: 12.470 4.270 10.619
C: 12.671 11.981 7.185
C: 15.860 6.849 12.920
H: 9.134 5.001 10.435
H: 16.912 5.343 6.493
O: 13.934 8.195 10.430
N: 14.108 9.945 8.272
C: 14.990 14.007 10.853
C: 14.794 7.050 14.076
H: 12.288 10.629 13.925
H: 17.151 7.672 14.815
C: 10.672 6.364 10.399
C: 14.722 13.589 12.148
C: 19.119 12.080 9.226
C: 12.311 8.409 8.600
H: 17.390 6.459 5.196
H: 13.881 6.528 13.901
C: 21.106 11.077 10.048
C: 15.766 7.142 8.194
C: 20.395 10.072 10.563
H: 19.746 8.116 14.470
H: 18.656 9.437 13.788
Al: 15.126 8.685 9.253
H: 9.947 11.400 13.497
H: 14.487 13.091 7.041
H: 16.882 10.365 7.565
C: 10.672 9.784 10.647
C: 16.164 11.944 10.473
C: 12.555 8.103 10.070
C: 16.331 11.178 8.073
H: 22.167 11.150 10.076
C: 12.050 10.742 7.476
H: 15.354 6.990 11.908
O: 16.395 9.632 9.843
H: 21.072 12.975 9.022
H: 10.911 10.622 7.406
C: 9.986 10.617 11.516
C: 12.995 5.507 10.457
H: 9.940 7.211 10.419
H: 13.322 8.999 12.469
O: 16.903 7.745 12.853
H: 19.388 8.228 12.755
H: 15.007 6.366 8.262
C: 18.378 10.972 9.647
H: 15.359 8.003 4.813
H: 11.240 8.316 8.380
C: 14.067 12.165 7.358
C: 15.713 13.124 10.007
C: 12.062 6.601 10.344
H: 16.283 5.833 12.937
C: 17.240 6.361 6.265
H: 14.608 6.587 5.595
H: 10.195 9.505 9.713
H: 14.660 14.961 10.525
H: 18.501 9.158 10.636
H: 16.740 8.447 6.650
C: 17.742 7.506 13.933
C: 15.218 12.373 12.679
H: 9.055 11.006 11.147
C: 12.436 9.473 12.240

Cartesian forces (eV/Å) of the 2 atoms listed first:
-0.34 0.59 0.02
1.06 0.13 -0.24

The highest occupied orbital energy is -0.315 Eh. The calculation puts the frontier orbital gap at 8.44 eV. For the LUMO energy, the calculation gives -0.0049 Ha. The total charge is 0.